(1)
{"formula": "C18H54O9", "method": "ωB97M-V/def2-TZVPD", "charge": 0, "total_energy_ha": -1394.88352, "orbital_gap_ev": 10.02, "spin_multiplicity": 1, "elements": ["O", "O", "O", "O", "O", "O", "O", "O", "O", "C", "C", "C", "C", "C", "C", "C", "C", "C", "C", "C", "C", "C", "C", "C", "C", "C", "C", "H", "H", "H", "H", "H", "H", "H", "H", "H", "H", "H", "H", "H", "H", "H", "H", "H", "H", "H", "H", "H", "H", "H", "H", "H", "H", "H", "H", "H", "H", "H", "H", "H", "H", "H", "H", "H", "H", "H", "H", "H", "H", "H", "H", "H", "H", "H", "H", "H", "H", "H", "H", "H", "H"], "positions_angstrom": [[-0.117, 6.764, 0.081], [0.443, -0.948, -0.406], [-3.226, 2.749, -3.405], [3.479, -0.825, -0.558], [-4.942, 1.758, 3.547], [4.270, -2.234, 3.074], [-1.786, -2.352, -0.406], [-2.358, -2.283, 2.241], [1.176, 2.398, -4.239], [2.393, 2.121, -2.179], [-1.108, -2.908, -2.471], [3.519, -3.280, 2.392], [-2.861, 1.615, 2.368], [-0.219, -3.072, 2.712], [-3.909, 2.606, 2.936], [1.209, 1.728, -2.980], [4.309, -4.540, 2.203], [-1.516, -2.440, 3.315], [3.377, -1.823, -1.488], [-2.866, 1.363, -3.262], [-3.186, 1.002, -1.801], [-1.826, -3.373, -1.244], [-0.570, 5.774, -1.031], [-0.937, 4.414, -0.399], [0.051, 0.142, 0.466], [4.834, -2.229, -1.833], [1.101, 0.742, 1.373], [2.890, -1.408, -2.344], [3.447, -2.951, 1.420], [2.390, 1.639, -1.121], [2.579, -0.867, -0.350], [1.901, 1.188, 0.709], [-1.788, -2.884, 4.251], [1.745, -0.266, 1.922], [5.612, -2.597, -1.095], [3.437, 1.968, -2.921], [4.454, -5.063, 3.161], [3.727, -1.617, 3.405], [0.346, -3.232, 3.589], [0.798, 1.265, 2.206], [-3.220, 1.103, 1.503], [0.219, 1.947, -2.457], [5.227, -4.422, 1.572], [0.295, -2.341, 2.152], [3.733, -5.227, 1.761], [-1.747, 1.179, -3.632], [2.588, -3.498, 2.942], [-0.340, -3.840, 2.115], [-2.004, 2.400, 2.088], [-1.652, -2.049, -2.921], [-1.453, 6.466, -1.286], [0.172, 5.550, -1.685], [-3.333, 3.124, 3.763], [2.769, -2.749, -1.142], [-0.810, -0.307, 1.050], [5.045, -2.829, -2.726], [-5.794, 2.160, 3.471], [-0.249, 0.966, -0.267], [-1.032, -3.675, -3.167], [-2.850, -3.376, -1.448], [-3.360, 0.717, -3.811], [-1.397, -4.365, -0.799], [-4.217, 2.829, -2.953], [-2.032, -2.669, 0.540], [5.392, -1.444, -2.035], [-0.031, -2.654, -2.205], [-0.120, 3.881, -0.256], [-3.071, -1.971, 2.560], [-2.388, 0.919, 2.934], [-2.755, 1.905, -1.255], [-4.566, 1.099, -1.817], [-2.900, 0.077, -1.425], [-0.934, -1.611, 3.688], [-1.747, 3.969, -0.882], [-1.274, 4.777, 0.617], [2.339, 3.247, -1.639], [-0.353, -1.519, -0.428], [-0.657, 6.797, 0.873], [-4.229, 3.267, 2.039], [1.358, 0.700, -3.211], [1.110, 3.423, -4.061]], "forces_ev_per_a": [[1.7, -1.1, -1.8], [1.0, 0.8, 0.9], [-3.4, -0.4, 1.1], [1.0, 0.4, 0.9], [1.2, 0.7, -0.7], [3.1, -4.5, -1.7], [0.4, 2.5, 6.2], [6.3, -2.9, -2.8], [-0.2, 2.9, 0.3], [2.7, 2.3, 2.3], [1.4, 1.1, 0.6], [1.0, 0.3, 1.9], [0.6, 5.1, -2.3], [-1.1, 3.3, 3.4], [0.9, -1.7, 0.4], [-1.2, 1.6, 0.1], [2.6, 1.3, 2.3], [4.9, -0.8, -0.7], [2.2, -3.4, -0.8], [3.9, 2.1, 2.7], [-3.2, 3.8, -1.0], [1.0, -3.0, -1.7], [-4.1, 2.6, 4.8], [-3.1, 5.4, 1.8], [-1.7, 0.0, -0.9], [-0.4, -3.6, 0.5], [4.2, -5.3, -1.4], [-0.4, -0.1, -1.1], [-1.4, 1.2, -2.2], [0.6, -0.3, -2.3], [-2.6, 1.2, 1.7], [-0.9, 0.0, 1.3], [-1.3, -1.1, -0.1], [-1.8, 2.8, -1.6], [-1.9, -0.5, 0.3], [-3.0, 0.5, 2.8], [0.9, 0.5, 0.0], [-3.2, 3.4, 1.7], [1.2, -0.9, 0.7], [-0.9, 1.6, 1.3], [-0.2, -0.1, -0.9], [1.2, -0.7, -0.3], [-0.6, 0.0, 1.0], [0.5, 1.1, -0.7], [-2.5, -2.4, -2.4], [-2.0, 1.0, 1.3], [0.2, 0.2, -0.5], [-0.7, -4.4, -2.5], [-1.4, -1.9, 0.0], [0.6, -0.4, 0.3], [1.2, -2.1, -1.1], [2.4, 0.8, -2.1], [-1.2, 0.2, -1.0], [0.8, 1.4, -0.3], [0.6, 1.2, -0.5], [-0.9, -0.4, 0.1], [-0.8, 0.5, 0.0], [-0.3, -0.8, 1.2], [0.0, -1.4, -1.5], [-1.9, -1.8, -1.0], [-2.9, -2.6, -3.3], [-0.8, 1.5, -0.9], [3.9, -0.3, -1.8], [0.4, 1.2, -1.9], [1.9, 4.8, -1.4], [-1.3, 0.1, -0.4], [3.6, -2.9, 0.4], [-8.7, 3.7, 2.9], [0.9, -1.9, 2.6], [-0.8, -1.5, 0.0], [4.2, -0.4, 0.5], [0.5, -1.7, 0.7], [-1.1, 1.9, 0.0], [-1.1, -1.1, -0.9], [0.0, -1.1, -0.8], [0.2, -2.2, -2.4], [0.2, 0.0, -0.1], [-0.5, -0.6, -0.3], [0.1, -0.9, 1.9], [-0.5, -1.0, -0.2], [0.2, -3.1, -0.5]], "mulliken_charge": [-0.576, 0.386, -0.562, -0.581, -0.514, -0.555, -0.323, -0.522, -0.606, -0.514, -0.864, 0.907, -0.757, -1.247, -0.308, 0.286, -1.529, -0.535, 0.418, -0.326, -0.343, -0.133, -0.325, -0.425, 0.993, -1.734, -1.004, 0.201, -0.123, -0.096, 0.067, 0.242, 0.574, -0.177, 0.295, 0.192, 0.365, 0.267, 0.471, 0.538, 0.230, -0.165, 0.289, 0.191, 0.484, 0.094, -0.074, 0.561, 0.093, 0.129, 0.249, 0.295, 0.221, 0.070, 0.023, 0.407, 0.296, -0.497, 0.492, 0.335, 0.491, 0.276, 0.365, 0.152, 0.512, 0.034, 0.167, 0.193, 0.431, -0.091, 0.183, 0.185, 0.207, 0.064, 0.266, 0.227, 0.000, 0.284, 0.282, 0.197, 0.335]}

---

(2)
{"formula": "C2H7OPS2", "method": "ωB97M-V/def2-TZVPD", "charge": 0, "total_energy_ha": -1293.37687, "smiles": "CO[P@@](C)(=S)S", "orbital_gap_ev": 8.76, "spin_multiplicity": 1, "elements": ["S", "S", "P", "O", "C", "C", "H", "H", "H", "H", "H", "H", "H"], "positions_angstrom": [[0.985, 2.228, -0.069], [2.215, -1.242, 0.738], [0.649, 0.302, -0.290], [-0.756, -0.184, 0.357], [-1.347, 0.300, 1.562], [0.411, -0.202, -2.047], [1.289, -1.432, 1.662], [-0.762, -0.433, -2.186], [0.976, -1.042, -2.361], [-1.871, 1.139, 1.166], [0.797, 0.552, -2.732], [-2.000, -0.480, 1.824], [-0.586, 0.494, 2.377]], "forces_ev_per_a": [[0.1, -1.4, 0.0], [-1.3, 1.7, -1.5], [0.2, 0.2, 0.6], [1.7, -1.0, -1.1], [1.8, 0.5, -0.2], [-2.4, -0.1, 0.1], [-0.3, -0.2, 0.4], [2.8, 0.7, 0.2], [0.3, -1.3, 0.3], [-0.6, 1.1, 0.9], [-0.5, 0.6, 0.4], [-1.0, -0.8, 0.7], [-1.0, 0.1, -1.0]], "mulliken_charge": [-0.385, -0.289, 0.610, -0.321, -0.701, -0.824, 0.126, 0.224, 0.347, 0.318, 0.322, 0.255, 0.318]}

---

(3)
{"formula": "C5H10N4OS", "method": "ωB97M-V/def2-TZVPD", "charge": 0, "total_energy_ha": -888.86749, "smiles": "Cc1nn(C)cc1[S@@](=N)(N)=O", "orbital_gap_ev": 9.87, "spin_multiplicity": 1, "elements": ["S", "O", "N", "N", "N", "N", "C", "C", "C", "C", "C", "H", "H", "H", "H", "H", "H", "H", "H", "H", "H"], "positions_angstrom": [[0.798, 1.639, 1.082], [1.944, 1.074, 1.804], [-0.391, 1.540, 2.289], [0.945, 2.996, 0.469], [-0.004, -1.562, -1.151], [-1.148, -0.984, -0.977], [2.403, -1.064, -0.463], [-1.082, 0.194, -0.324], [0.913, -0.767, -0.617], [0.238, 0.386, -0.029], [-2.376, -1.651, -1.426], [-2.769, -2.446, -0.797], [-2.112, -2.045, -2.400], [3.209, -0.859, -1.280], [-1.318, 1.815, 1.745], [-3.124, -0.908, -1.544], [2.818, -0.439, 0.320], [-0.603, 0.613, 2.556], [0.924, 3.857, 0.993], [-1.927, 0.720, -0.047], [2.661, -2.109, -0.204]], "forces_ev_per_a": [[2.2, -0.9, 2.4], [-0.9, 0.2, -1.0], [-3.0, 2.8, -2.7], [-1.1, -0.8, -0.9], [2.3, -0.5, -0.2], [-2.8, 0.5, 0.5], [1.7, -0.3, -0.9], [1.2, -1.4, -0.4], [0.9, 0.9, 0.8], [0.9, -0.3, -0.8], [1.1, 0.0, -0.6], [0.5, 0.0, 0.3], [-0.3, -0.2, -0.1], [-2.2, -0.1, 0.5], [2.2, -0.2, 1.7], [-0.7, 0.7, -0.1], [-0.4, 0.0, 0.4], [0.5, -1.5, 0.4], [0.1, -0.3, 0.4], [-1.5, 0.9, 0.2], [-0.8, 0.4, 0.0]], "mulliken_charge": [1.181, -0.671, -0.660, -0.728, -1.028, 0.726, -1.067, -0.694, 0.446, 0.327, -0.813, 0.282, 0.311, 0.245, 0.260, 0.333, 0.314, 0.345, 0.267, 0.336, 0.289]}

---

(4)
{"formula": "C2H7NS", "method": "ωB97M-V/def2-TZVPD", "charge": 0, "total_energy_ha": -533.29641, "smiles": "C=CN.S", "orbital_gap_ev": 9.06, "spin_multiplicity": 1, "elements": ["S", "N", "C", "C", "H", "H", "H", "H", "H", "H", "H"], "positions_angstrom": [[2.295, 0.859, -1.732], [-0.053, -0.043, 1.716], [-1.208, -0.010, -0.385], [-1.079, -0.418, 0.885], [-1.784, -1.178, 1.212], [-0.155, -0.178, 2.703], [1.001, 0.547, -1.816], [0.719, 0.473, 1.336], [2.769, -0.338, -2.099], [-1.695, -0.657, -1.097], [-0.811, 0.941, -0.723]], "forces_ev_per_a": [[0.3, 0.3, 0.1], [-0.9, -0.1, 0.3], [-0.1, 0.2, 0.0], [0.4, -0.2, -0.8], [0.5, -0.2, 0.4], [0.3, 0.2, 0.1], [0.0, -0.3, -0.1], [0.0, 0.1, 0.2], [-0.2, -0.1, 0.0], [-0.6, 0.4, 0.0], [0.4, -0.3, -0.1]], "mulliken_charge": [-0.304, -0.397, -0.944, 0.111, 0.290, 0.184, 0.134, 0.187, 0.150, 0.217, 0.372]}